# 1
Molecular formula: C2H4NO2
Method: DFT, wB97M-V/def2-TZVPD

Each line ends with the Löwdin charge.
Cartesian coordinates (Å):
C (0.8046, -0.8179, -0.4049)  -0.24
C (0.0914, 0.3581, 0.0698)  -0.02
N (3.1514, 0.4885, 0.3753)  0.35
O (4.1956, 0.1420, 0.3428)  0.35
O (1.9803, -0.9938, -0.3529)  0.06
H (0.0828, -1.6367, -0.4932)  0.16
H (-0.8889, 0.2612, -0.2274)  0.06
H (0.7272, 1.3602, -0.2478)  0.16
H (0.1370, 0.3124, 1.1835)  0.13

Its total charge is +1. Its HOMO energy is -15.9 eV. The value obtained for the electronic energy is -283.427971 a.u. For the relative energy (zero: lowest compared OMol25 entry of this formula, charge and spin), the calculation gives 336.6 kJ/mol.



# 2
Molecular formula: C2H4NO2
Method: DFT, wB97M-V/def2-TZVPD

Each line ends with the Löwdin charge.
Cartesian coordinates (Å):
C (-0.1536, -0.3691, 0.0019)  -0.16
C (-1.4246, 0.3242, 0.0754)  -0.01
N (2.6781, -0.4648, -0.1425)  0.30
O (3.3859, 0.3341, 0.1849)  0.31
O (0.9637, 0.2108, -0.0970)  0.00
H (-0.1993, -1.4417, 0.0591)  0.14
H (-2.0806, -0.3322, 0.6846)  0.11
H (-1.8695, 0.3574, -1.1370)  0.22
H (-1.3000, 1.3813, 0.3707)  0.11

Its total charge is +1. Its HOMO energy (spin up / spin down) is -16.4 / -16.4 eV. The value obtained for the electronic energy is -283.431435 a.u. For the relative energy (zero: lowest compared OMol25 entry of this formula, charge and spin), the calculation gives 327.5 kJ/mol.